## i
ORCA calculation (ωB97M-V with the def2-TZVPD basis set) on a molecular structure, C34H40KN5OS3Se3Te.

Cartesian coordinates (Å):
K  -0.8812  -0.1859  -0.3434
C  5.1388  -1.8144  -4.2941
C  5.5798  -0.6162  -3.5007
C  6.8188  -0.0298  -3.7079
C  7.2406  1.0657  -2.9670
C  6.3954  1.5906  -2.0015
C  5.1486  1.0299  -1.7817
C  4.7256  -0.0808  -2.5200
N  3.4892  -0.6877  -2.3180
C  2.5650  -0.3573  -1.2865
N  3.1216  -0.4279  -0.0552
C  2.5829  -0.2015  1.2514
C  1.2388  0.1397  1.4304
C  0.8742  0.3080  2.7752
C  1.7461  0.1314  3.8454
C  3.0722  -0.1863  3.5965
C  3.5203  -0.3437  2.2913
C  4.9813  -0.6482  2.0421
N  1.3428  -0.1138  -1.5585
C  0.9471  -0.0845  -2.9102
C  0.3809  -1.2260  -3.4798
C  -0.0001  -1.2405  -4.8098
C  0.1821  -0.1096  -5.5891
C  0.6992  1.0415  -5.0162
C  1.0832  1.0781  -3.6818
C  1.6369  2.3379  -3.0709
H  5.9494  -2.1751  -4.9266
H  4.2874  -1.5771  -4.9388
H  4.8272  -2.6224  -3.6281
H  7.4731  -0.4484  -4.4653
H  8.2141  1.5051  -3.1458
H  6.7017  2.4508  -1.4190
H  4.4802  1.4592  -1.0476
H  3.0157  -0.9935  -3.1567
H  4.0708  -0.7568  -0.0678
H  -0.1470  0.6026  3.0122
H  1.4022  0.2468  4.8706
H  3.7727  -0.3039  4.4191
H  5.5204  -0.6681  2.9900
H  5.4501  0.1116  1.4082
H  5.1256  -1.6237  1.5633
H  0.2284  -2.1031  -2.8623
H  -0.4746  -2.1240  -5.2157
H  -0.1177  -0.1090  -6.6294
H  0.7890  1.9438  -5.6112
H  1.2081  3.2111  -3.5629
H  2.7264  2.3852  -3.1730
H  1.3955  2.3803  -2.0086
C  -4.7322  2.5133  3.2003
C  -3.2381  2.7426  3.4054
S  -2.1017  2.4334  2.0045
C  -2.9747  3.0244  0.5217
C  -4.0274  2.0777  -0.0758
S  -3.7975  0.3726  0.5029
C  -5.4916  -0.1903  0.7157
C  -6.2543  0.5376  1.8227
S  -5.3056  0.7787  3.3653
H  -5.0512  2.8773  2.2263
H  -5.2671  3.0773  3.9665
H  -2.8569  2.0936  4.1967
H  -3.0915  3.7810  3.7114
H  -2.1595  3.1563  -0.1929
H  -3.3962  4.0090  0.7297
H  -3.9366  2.0907  -1.1662
H  -5.0420  2.3861  0.1802
H  -5.3726  -1.2447  0.9722
H  -6.0270  -0.1203  -0.2341
H  -7.1315  -0.0474  2.1047
H  -6.5955  1.5191  1.4953
Se  -3.0373  2.7044  -3.5706
Se  -3.0971  0.6514  -4.6337
Te  -4.3243  -0.8888  -3.0509
Se  -2.8903  -2.8930  -2.6953
N  -4.0303  -2.3796  5.9960
C  -3.1793  -1.6004  5.2315
O  -2.8266  -0.5081  5.6277
C  -2.7313  -2.2049  3.9585
C  -2.7369  -3.5783  3.7075
C  -2.3390  -4.0322  2.4637
C  -1.9465  -3.1094  1.5027
N  -1.9105  -1.7999  1.7411
C  -2.2847  -1.3702  2.9347
H  -4.4782  -1.8745  6.7424
H  -4.6098  -3.0501  5.5204
H  -3.0134  -4.2807  4.4850
H  -2.3248  -5.0901  2.2379
H  -1.6653  -3.4244  0.5027
H  -2.2522  -0.2998  3.1012

Results
HOMO level: -0.3 eV
total charge: -2
HOMO-LUMO gap: 3.95 eV

## ii
ORCA calculation (ωB97M-V with the def2-TZVPD basis set) on a molecular structure, C34H40KN5OS3Se3Te.

Cartesian coordinates (Å):
K  -0.5358  -0.1270  -0.1055
C  4.7678  -1.3705  -5.1536
C  5.4890  -0.5465  -4.1235
C  6.6591  0.1277  -4.4372
C  7.3157  0.9260  -3.5100
C  6.7697  1.0628  -2.2437
C  5.6017  0.4002  -1.8993
C  4.9591  -0.4266  -2.8249
N  3.7982  -1.1490  -2.5309
C  2.9238  -0.8194  -1.4440
N  3.4946  -1.0984  -0.2460
C  3.2070  -0.6444  1.0925
C  1.9907  -0.0298  1.4033
C  1.9198  0.3703  2.7497
C  2.9136  0.1532  3.6996
C  4.0831  -0.4897  3.3202
C  4.2545  -0.8935  2.0017
C  5.5351  -1.5927  1.6062
N  1.7375  -0.4031  -1.6601
C  1.3550  -0.1472  -2.9941
C  0.6487  -1.1199  -3.6988
C  0.2605  -0.8951  -5.0119
C  0.5678  0.3083  -5.6257
C  1.2327  1.2934  -4.9058
C  1.6272  1.0941  -3.5892
C  2.2826  2.1814  -2.7867
H  5.3166  -1.3729  -6.0952
H  3.7665  -0.9727  -5.3531
H  4.6459  -2.4065  -4.8255
H  7.0580  0.0290  -5.4415
H  8.2266  1.4451  -3.7802
H  7.2449  1.7021  -1.5096
H  5.1712  0.5446  -0.9182
H  3.2513  -1.3527  -3.3556
H  4.3588  -1.5983  -0.3549
H  1.0241  0.8888  3.0989
H  2.7785  0.4725  4.7294
H  4.8728  -0.6798  4.0419
H  6.2018  -1.6698  2.4665
H  6.0799  -1.0611  0.8183
H  5.3545  -2.6118  1.2443
H  0.3620  -2.0314  -3.1885
H  -0.3165  -1.6490  -5.5330
H  0.2473  0.5031  -6.6421
H  1.4250  2.2576  -5.3647
H  2.2635  3.1237  -3.3355
H  3.3220  1.9428  -2.5473
H  1.7468  2.3173  -1.8453
C  -7.1010  1.8792  2.7033
C  -6.2553  2.8928  3.4666
S  -4.4618  2.7916  3.3141
C  -4.1697  3.0608  1.5469
C  -4.4086  1.9057  0.5820
S  -3.6018  0.3807  1.1278
C  -4.9210  -0.8342  0.9021
C  -6.3483  -0.5050  1.3266
S  -6.6836  0.1380  2.9975
H  -7.0281  2.0613  1.6358
H  -8.1469  2.0306  2.9816
H  -6.4356  2.7895  4.5401
H  -6.5999  3.8938  3.1854
H  -3.1140  3.3364  1.4876
H  -4.7371  3.9387  1.2256
H  -3.9771  2.1868  -0.3805
H  -5.4666  1.7188  0.4354
H  -4.5632  -1.7162  1.4236
H  -4.9681  -1.1035  -0.1559
H  -6.9368  -1.4205  1.2451
H  -6.7991  0.2006  0.6285
Se  -1.5594  2.7427  -1.2809
Se  -2.1281  1.4924  -3.1982
Te  -3.8897  -0.2649  -2.7258
Se  -2.7376  -2.3039  -1.8400
N  -4.0296  -0.2861  5.7210
C  -2.7339  -0.7108  5.5256
O  -1.8294  -0.4420  6.2907
C  -2.5439  -1.5374  4.2983
C  -3.3858  -2.5984  3.9957
C  -3.1547  -3.3144  2.8332
C  -2.1491  -2.8820  1.9786
N  -1.3609  -1.8381  2.2414
C  -1.5320  -1.2208  3.4040
H  -4.1016  0.4408  6.4176
H  -4.5650  -0.1232  4.8738
H  -4.2013  -2.8513  4.6624
H  -3.7750  -4.1554  2.5526
H  -1.9990  -3.3610  1.0175
H  -0.8603  -0.3972  3.6221

Results
HOMO level: -1.2 eV
total charge: -2
HOMO-LUMO gap: 4.76 eV

Going by the energies, ii is most stable and the next is 1.299 eV up.